(1)
{
  "formula": "C38H63As2Ge2MoN6S",
  "method": "ωB97M-V/def2-TZVPD",
  "homo_ev": [-13.886, -13.891],
  "charge": 3,
  "mol_weight_g_mol": 1027.04,
  "multiplicity": 3,
  "gap_ev": [3.777, 3.517],
  "elements": ["Mo", "C", "C", "N", "N", "C", "N", "S", "C", "C", "C", "C", "C", "N", "H", "H", "H", "H", "H", "H", "H", "H", "H", "C", "C", "Ge", "C", "C", "C", "C", "Ge", "C", "C", "C", "C", "C", "C", "C", "C", "C", "C", "H", "H", "H", "H", "H", "H", "H", "H", "H", "H", "H", "H", "H", "H", "H", "H", "H", "H", "H", "H", "H", "H", "H", "H", "H", "H", "C", "As", "C", "C", "C", "C", "C", "C", "C", "As", "C", "C", "H", "H", "H", "H", "H", "H", "H", "H", "H", "H", "H", "H", "H", "H", "H", "H", "C", "C", "C", "C", "N", "N", "H", "H", "H", "H", "H", "H", "H", "H", "H", "H", "H", "H"],
  "positions_angstrom": [[0.195, -1.613, 0.026], [4.368, -0.484, -0.813], [2.920, -0.782, -0.859], [2.214, -1.136, 0.173], [2.945, -1.372, 1.316], [2.602, -2.477, 1.902], [3.340, -2.959, 2.907], [1.144, -3.380, 1.437], [2.158, -0.831, -2.104], [2.728, -0.681, -3.350], [1.953, -0.868, -4.486], [0.602, -1.132, -4.327], [0.094, -1.258, -3.054], [0.859, -1.168, -1.946], [4.702, -0.357, 0.208], [4.586, 0.420, -1.386], [4.933, -1.312, -1.260], [4.251, -2.553, 3.069], [3.198, -3.902, 3.228], [3.783, -0.438, -3.416], [2.387, -0.795, -5.477], [-0.054, -1.243, -5.183], [-0.955, -1.445, -2.896], [-2.893, 1.884, 1.594], [-1.629, 2.344, 2.316], [-0.117, 2.841, 1.108], [1.591, 3.512, 1.854], [2.800, 3.145, 0.991], [-0.896, 4.345, 0.158], [-0.455, 4.416, -1.108], [0.393, 2.662, -1.529], [-1.061, 1.679, -2.488], [-1.885, 0.753, -1.601], [1.959, 3.006, -2.720], [1.708, 2.769, -4.210], [-0.469, 5.521, -2.076], [-0.288, 6.834, -1.626], [-0.366, 7.899, -2.512], [-0.591, 7.669, -3.861], [-0.751, 6.371, -4.324], [-0.684, 5.306, -3.438], [-3.727, 1.812, 2.298], [-2.767, 0.904, 1.125], [-3.190, 2.591, 0.815], [-1.335, 1.654, 3.109], [-1.797, 3.318, 2.785], [1.694, 3.118, 2.863], [1.474, 4.595, 1.910], [2.928, 2.058, 0.912], [3.718, 3.561, 1.418], [2.705, 3.549, -0.020], [-1.599, 5.059, 0.609], [-0.646, 1.150, -3.348], [-1.718, 2.458, -2.880], [-1.268, 0.019, -1.019], [-2.603, 0.159, -2.180], [-2.443, 1.326, -0.859], [2.804, 2.408, -2.354], [2.208, 4.052, -2.534], [1.355, 1.758, -4.422], [2.634, 2.920, -4.773], [0.973, 3.467, -4.611], [-0.083, 7.002, -0.574], [-0.255, 8.915, -2.147], [-0.632, 8.501, -4.556], [-0.928, 6.192, -5.379], [-0.830, 4.292, -3.799], [-3.277, -1.923, 2.295], [-2.319, -2.374, 0.667], [-3.742, -2.149, -0.639], [-2.141, -4.303, 0.797], [-2.902, -5.065, 1.675], [-2.705, -6.439, 1.752], [-1.757, -7.059, 0.948], [-1.002, -6.305, 0.059], [-1.189, -4.929, -0.007], [-0.208, -3.838, -1.254], [-1.184, -4.147, -2.908], [1.435, -4.760, -1.675], [-4.257, -2.381, 2.221], [-3.410, -0.847, 2.379], [-2.765, -2.300, 3.176], [-4.537, -2.845, -0.392], [-3.383, -2.354, -1.644], [-4.123, -1.132, -0.597], [-3.655, -4.605, 2.297], [-3.294, -7.026, 2.448], [-1.602, -8.130, 1.014], [-0.265, -6.792, -0.567], [-1.424, -5.205, -2.896], [-0.544, -3.932, -3.757], [-2.104, -3.577, -2.990], [1.187, -5.687, -2.183], [2.002, -4.967, -0.776], [2.029, -4.144, -2.347], [-0.960, 0.369, 5.005], [0.306, -0.372, 4.599], [1.507, 0.199, 5.346], [0.138, -1.849, 4.957], [0.597, -0.102, 3.147], [-0.251, -0.793, 2.232], [-1.162, 0.191, 6.064], [-1.840, 0.022, 4.448], [-0.848, 1.446, 4.864], [1.357, 0.096, 6.422], [1.638, 1.261, 5.125], [2.430, -0.333, 5.081], [0.074, -1.942, 6.042], [0.991, -2.432, 4.632], [-0.781, -2.297, 4.559], [1.551, -0.338, 2.915], [-1.109, -0.257, 2.184], [-0.493, -1.682, 2.652]],
  "forces_ev_per_a": [[-0.49, 0.16, 1.27], [0.14, 0.02, -0.13], [-0.21, 0.04, 0.18], [0.94, -0.01, -0.05], [0.17, 0.01, 0.35], [-0.16, 0.14, -0.08], [-0.05, -0.06, -0.05], [-0.06, 0.29, -0.21], [0.07, 0.04, 0.01], [0.34, 0.12, -0.01], [-0.04, 0.02, -0.12], [0.09, 0.01, -0.21], [0.05, 0.01, 0.32], [-0.26, 0.15, -0.81], [0.01, 0.04, 0.03], [-0.02, -0.05, -0.03], [-0.05, 0.09, 0.01], [-0.04, 0.01, 0.00], [-0.09, 0.01, 0.15], [-0.12, 0.00, -0.08], [0.00, 0.04, 0.11], [0.01, 0.02, 0.08], [-0.10, -0.05, 0.02], [-0.02, 0.23, 0.30], [0.56, -0.51, -0.15], [-0.21, 0.53, -0.58], [-0.12, -0.57, -0.02], [0.05, 0.13, 0.18], [-0.56, 0.13, -0.05], [0.78, -0.67, -0.23], [-0.69, 0.88, 0.14], [0.33, -0.54, 0.29], [-0.28, 0.17, -0.40], [0.00, -0.68, 0.35], [0.20, 0.08, 0.04], [-0.40, 0.36, 0.28], [-0.11, -0.04, -0.05], [0.08, 0.06, 0.20], [0.01, 0.08, -0.09], [0.05, -0.15, -0.08], [-0.03, -0.03, 0.01], [-0.03, -0.01, -0.05], [0.02, -0.05, -0.03], [0.02, -0.06, 0.00], [-0.12, 0.28, -0.36], [-0.07, -0.03, 0.08], [0.13, 0.06, 0.12], [-0.02, -0.04, 0.06], [-0.04, 0.04, 0.01], [-0.07, -0.06, -0.06], [0.00, -0.01, 0.03], [0.43, 0.12, -0.14], [-0.09, 0.04, -0.04], [-0.02, -0.02, 0.03], [0.09, 0.15, 0.04], [0.02, 0.03, 0.09], [0.11, -0.12, -0.05], [0.03, 0.12, -0.17], [0.01, 0.01, 0.04], [-0.03, -0.01, 0.01], [-0.09, -0.01, 0.00], [0.04, -0.06, 0.03], [-0.06, 0.05, -0.06], [0.05, -0.12, -0.04], [-0.04, -0.07, 0.08], [0.01, 0.00, 0.09], [-0.06, 0.08, -0.04], [0.31, 0.23, 0.04], [-0.60, -0.63, -0.23], [0.18, 0.13, -0.03], [0.12, 0.06, 0.05], [-0.01, -0.02, -0.07], [0.00, -0.02, 0.00], [-0.04, -0.04, 0.04], [0.05, 0.07, -0.07], [0.00, -0.03, 0.02], [-0.20, -0.80, 0.14], [0.05, 0.41, -0.04], [0.07, 0.16, 0.03], [-0.12, -0.09, -0.04], [0.00, 0.05, -0.03], [0.04, -0.05, 0.03], [-0.07, -0.10, 0.06], [0.00, 0.00, -0.03], [0.00, 0.09, 0.01], [-0.03, 0.01, 0.08], [0.03, 0.03, -0.06], [-0.02, 0.09, -0.01], [-0.01, -0.04, 0.02], [-0.03, -0.18, 0.02], [0.06, 0.01, -0.08], [-0.06, 0.02, 0.06], [-0.06, -0.11, -0.09], [0.01, -0.01, 0.10], [0.02, 0.06, -0.08], [0.00, 0.11, 0.21], [-0.04, 0.13, -0.04], [0.12, 0.05, -0.07], [-0.04, 0.05, -0.09], [0.33, 0.15, 0.10], [0.03, -0.14, -0.56], [-0.01, -0.02, -0.09], [0.05, 0.04, 0.05], [-0.02, -0.15, 0.14], [0.02, -0.01, -0.07], [0.00, -0.09, -0.02], [-0.13, 0.07, 0.05], [-0.03, 0.00, -0.09], [0.24, -0.23, -0.12], [0.05, 0.02, 0.00], [0.18, -0.04, 0.08], [-0.22, 0.33, -0.10], [-0.22, -0.39, 0.21]],
  "mulliken_spin": [2.2426, 0.0005, 0.1112, -0.1436, -0.0029, 0.0323, -0.0075, -0.0533, 0.0565, 0.0306, 0.0129, 0.0094, 0.0190, -0.0995, 0.0012, 0.0039, 0.0036, 0.0005, 0.0008, 0.0005, -0.0019, 0.0008, -0.0277, 0.0001, 0.0015, -0.0141, -0.0025, 0.0024, -0.0004, -0.0035, 0.0338, 0.0148, -0.0712, -0.0009, 0.0027, 0.0004, -0.0002, 0.0000, -0.0002, 0.0001, 0.0001, 0.0000, 0.0055, -0.0008, -0.0043, 0.0003, -0.0004, -0.0001, -0.0005, 0.0002, -0.0011, -0.0005, -0.0001, -0.0026, 0.0278, -0.0037, -0.0036, 0.0001, 0.0007, -0.0010, 0.0001, 0.0002, -0.0001, 0.0000, 0.0000, 0.0000, -0.0005, 0.0002, -0.0537, 0.0149, 0.0434, -0.0040, 0.0006, 0.0007, -0.0034, -0.0193, -0.1161, 0.0041, 0.0124, -0.0007, -0.0029, -0.0011, 0.0004, -0.0068, 0.0008, 0.0004, 0.0002, -0.0001, 0.0004, -0.0038, -0.0005, -0.0029, -0.0013, 0.0002, -0.0016, 0.0002, -0.0025, 0.0007, 0.0036, 0.0108, -0.0324, 0.0000, -0.0001, 0.0001, 0.0000, -0.0001, 0.0000, 0.0002, -0.0022, -0.0011, 0.0046, -0.0272, 0.0168]
}

=====

(2)
{
  "formula": "C3H19NO9",
  "method": "ωB97M-V/def2-TZVPD",
  "homo_ev": [-13.734, -13.732],
  "charge": 1,
  "mol_weight_g_mol": 213.18,
  "multiplicity": 2,
  "gap_ev": [10.159, 4.187],
  "elements": ["O", "C", "O", "C", "C", "O", "N", "H", "H", "H", "H", "H", "H", "H", "H", "H", "O", "H", "H", "O", "H", "H", "O", "H", "H", "O", "H", "H", "O", "H", "H", "O"],
  "positions_angstrom": [[1.046, -1.946, 1.651], [0.974, -1.344, 0.660], [0.398, -1.988, -0.440], [1.471, 0.019, 0.201], [2.696, -0.203, -0.703], [3.350, 1.032, -0.721], [1.781, 0.833, 1.328], [0.035, -2.925, -0.227], [0.601, 0.534, -0.334], [2.356, -0.546, -1.687], [3.471, -0.949, -0.327], [2.817, 1.652, -1.286], [2.721, 0.738, 1.713], [1.618, 1.882, 1.175], [-0.692, -0.398, -3.016], [-1.763, 0.748, -3.365], [-0.978, 0.359, -3.651], [-3.148, -1.104, 1.268], [-2.366, -1.685, 2.217], [-2.522, -1.838, 1.343], [0.341, 1.167, 2.734], [-1.130, 0.726, 3.650], [-0.686, 1.349, 2.940], [-0.338, 3.005, -2.287], [-0.353, 3.522, -0.820], [-0.296, 2.597, -1.248], [-1.868, 0.778, -0.255], [-1.849, 1.020, 1.175], [-2.495, 1.014, 0.501], [-3.459, -0.984, -1.050], [-2.036, -1.360, -0.997], [-2.601, -0.891, -1.440]],
  "forces_ev_per_a": [[0.93, 0.41, 2.82], [-2.13, -3.45, -3.40], [-0.14, 0.06, 0.24], [-2.57, 1.21, 1.03], [2.29, -0.38, -0.13], [-0.58, 0.86, -1.31], [0.79, 2.16, -1.62], [1.01, 2.22, 0.12], [1.21, -0.69, 0.41], [-0.22, 0.04, 0.22], [-1.32, 0.78, -0.10], [0.86, -0.62, 0.50], [-0.08, -0.52, 0.51], [-0.26, -1.81, 0.39], [-1.50, 2.23, -1.67], [-2.11, 0.42, 1.19], [3.63, -2.63, 0.46], [-0.18, 0.15, -1.10], [1.37, -0.28, 4.19], [-0.98, 0.06, -3.07], [-3.72, -0.08, 1.63], [2.15, 1.61, -2.03], [1.55, -1.68, 0.54], [0.19, -2.31, 3.96], [-0.04, -2.19, -0.39], [0.06, 4.28, -3.45], [-1.97, 0.47, 0.76], [0.84, 0.43, 2.08], [0.85, -0.50, -2.47], [-0.55, -0.11, 0.34], [4.74, -4.42, 4.24], [-4.10, 4.28, -4.87]],
  "mulliken_spin": [0.0930, 0.0425, 0.0333, -0.0027, 0.1163, 0.0206, 0.6593, 0.0017, -0.0037, 0.0107, -0.0041, 0.0032, -0.0084, -0.0006, 0.0000, 0.0000, 0.0000, 0.0000, 0.0000, 0.0000, -0.0138, -0.0033, 0.0556, 0.0000, 0.0001, -0.0003, -0.0001, -0.0002, 0.0006, 0.0000, 0.0001, 0.0002]
}

=====

(3)
{
  "formula": "C3H10N3O3",
  "method": "ωB97M-V/def2-TZVPD",
  "relative_energy_kj_mol": 122.79,
  "homo_ev": -13.974,
  "charge": 1,
  "mol_weight_g_mol": 136.13,
  "gap_ev": 9.331,
  "elements": ["C", "C", "C", "N", "N", "N", "O", "O", "O", "H", "H", "H", "H", "H", "H", "H", "H", "H", "H"],
  "positions_angstrom": [[-1.675, 0.412, -0.777], [-0.655, 0.096, 0.270], [0.882, 0.429, -0.018], [-0.867, -1.862, -0.213], [0.838, 1.805, 0.148], [1.637, -0.338, 0.886], [-2.799, 0.701, -0.370], [-1.032, 0.303, 1.435], [1.195, 0.100, -1.335], [-1.407, 0.334, -1.811], [-0.630, -2.180, -1.182], [-0.439, -2.501, 0.499], [1.291, 2.158, 1.068], [1.195, 2.496, -0.646], [-1.870, -1.786, -0.108], [2.396, -0.906, 0.472], [1.791, 0.129, 1.769], [-1.995, 0.635, 1.309], [2.144, -0.026, -1.396]],
  "forces_ev_per_a": [[-2.41, 0.92, 0.84], [2.94, -0.63, -3.64], [-0.97, -1.72, -0.75], [0.74, 0.08, 0.08], [2.22, 5.30, 0.80], [0.85, -0.61, 0.26], [1.93, -0.43, -0.62], [-2.31, 0.48, 2.20], [-0.88, -0.42, -0.10], [0.13, 0.02, -0.77], [-0.20, 0.46, 1.20], [-0.57, 0.89, -0.81], [-1.20, -0.84, -2.08], [-0.96, -2.59, 2.01], [-0.25, -0.91, 0.07], [-0.63, 0.83, 0.82], [0.53, -0.42, -0.06], [0.76, -0.51, 0.70], [0.28, 0.12, -0.15]],
  "nbo_charge": [0.3308, 0.5041, 0.4873, -0.9129, -0.8847, -0.8839, -0.4714, -0.5931, -0.7069, 0.1913, 0.4292, 0.4386, 0.4045, 0.4374, 0.4032, 0.4069, 0.4008, 0.5240, 0.4949]
}

=====

Q: Which value of charge does entry 1 give?
A: +3

=====

Q: Which of these has the highest charge?
A: C38H63As2Ge2MoN6S

=====

Copy entry 3 word for word.
{
  "formula": "C3H10N3O3",
  "method": "ωB97M-V/def2-TZVPD",
  "relative_energy_kj_mol": 122.79,
  "homo_ev": -13.974,
  "charge": 1,
  "mol_weight_g_mol": 136.13,
  "gap_ev": 9.331,
  "elements": ["C", "C", "C", "N", "N", "N", "O", "O", "O", "H", "H", "H", "H", "H", "H", "H", "H", "H", "H"],
  "positions_angstrom": [[-1.675, 0.412, -0.777], [-0.655, 0.096, 0.270], [0.882, 0.429, -0.018], [-0.867, -1.862, -0.213], [0.838, 1.805, 0.148], [1.637, -0.338, 0.886], [-2.799, 0.701, -0.370], [-1.032, 0.303, 1.435], [1.195, 0.100, -1.335], [-1.407, 0.334, -1.811], [-0.630, -2.180, -1.182], [-0.439, -2.501, 0.499], [1.291, 2.158, 1.068], [1.195, 2.496, -0.646], [-1.870, -1.786, -0.108], [2.396, -0.906, 0.472], [1.791, 0.129, 1.769], [-1.995, 0.635, 1.309], [2.144, -0.026, -1.396]],
  "forces_ev_per_a": [[-2.41, 0.92, 0.84], [2.94, -0.63, -3.64], [-0.97, -1.72, -0.75], [0.74, 0.08, 0.08], [2.22, 5.30, 0.80], [0.85, -0.61, 0.26], [1.93, -0.43, -0.62], [-2.31, 0.48, 2.20], [-0.88, -0.42, -0.10], [0.13, 0.02, -0.77], [-0.20, 0.46, 1.20], [-0.57, 0.89, -0.81], [-1.20, -0.84, -2.08], [-0.96, -2.59, 2.01], [-0.25, -0.91, 0.07], [-0.63, 0.83, 0.82], [0.53, -0.42, -0.06], [0.76, -0.51, 0.70], [0.28, 0.12, -0.15]],
  "nbo_charge": [0.3308, 0.5041, 0.4873, -0.9129, -0.8847, -0.8839, -0.4714, -0.5931, -0.7069, 0.1913, 0.4292, 0.4386, 0.4045, 0.4374, 0.4032, 0.4069, 0.4008, 0.5240, 0.4949]
}